C37H32AsN5O8PRuS | wB97M-V/def2-TZVPD

The geometry in XYZ format:
```
86
Properties=species:S:1:pos:R:3
Ru 0.121 0.260 0.691
O 1.304 -2.889 -1.288
C 1.053 -2.445 -0.191
O -0.069 -1.928 0.210
C 2.130 -2.480 0.927
P 1.572 -1.194 2.098
C 3.012 -0.603 3.027
C 2.875 0.618 3.692
C 3.948 1.157 4.385
C 5.159 0.482 4.421
C 5.295 -0.734 3.766
C 4.231 -1.273 3.061
C 0.608 -2.176 3.285
C -0.779 -2.215 3.209
C -1.498 -3.030 4.068
C -0.835 -3.806 5.006
C 0.548 -3.759 5.093
C 1.272 -2.946 4.237
H 3.122 -2.289 0.519
H 2.122 -3.466 1.391
H 1.923 1.135 3.651
H 3.838 2.104 4.898
H 6.003 0.907 4.949
H 6.234 -1.271 3.809
H 4.354 -2.217 2.544
H -1.285 -1.623 2.459
H -2.578 -3.060 4.008
H -1.396 -4.451 5.670
H 1.066 -4.358 5.831
H 2.352 -2.910 4.303
O -1.628 1.453 4.896
As -1.453 1.839 3.156
O -1.529 3.453 3.089
O 0.010 1.118 2.754
C -2.855 0.648 2.509
C -3.465 -0.219 3.408
C -4.413 -1.126 2.959
C -4.743 -1.201 1.611
C -4.138 -0.348 0.705
C -3.195 0.562 1.164
S -2.608 1.781 0.027
O -3.592 2.794 -0.109
O -2.548 1.029 -1.334
O -1.268 2.194 0.428
H -1.468 2.278 5.369
H -3.187 -0.170 4.451
H -4.905 -1.779 3.668
H -5.479 -1.916 1.269
H -4.387 -0.365 -0.347
N 1.625 3.166 1.228
C 2.561 2.271 0.852
C 3.926 2.511 1.120
C 4.873 1.642 0.647
C 4.478 0.537 -0.115
C 3.137 0.356 -0.339
N 2.194 1.183 0.142
H 1.847 3.832 1.946
H 0.647 2.943 1.135
H 4.199 3.385 1.696
H 5.921 1.819 0.847
H 5.204 -0.152 -0.519
H 2.774 -0.466 -0.947
N -1.016 1.124 -6.512
C -1.802 0.996 -7.632
C -1.660 1.434 -8.943
C -2.688 1.132 -9.815
C -3.820 0.420 -9.396
C -3.959 -0.017 -8.094
C -2.932 0.274 -7.197
N -2.813 -0.014 -5.856
C -1.673 0.503 -5.479
C -1.184 0.505 -4.100
C -1.824 -0.245 -3.169
C -1.509 -0.039 -1.741
N -0.205 0.453 -1.477
C 0.402 1.172 -2.423
C -0.059 1.289 -3.705
H -0.121 1.574 -6.464
H -0.789 1.991 -9.265
H -2.619 1.451 -10.847
H -4.601 0.213 -10.116
H -4.834 -0.560 -7.765
H -2.653 -0.882 -3.436
H -1.706 -0.916 -1.121
H 1.340 1.636 -2.140
H 0.484 1.913 -4.399
```

Results
- F_max (eV/Å) = 2.84
- LUMO level (alpha / beta) (eV) = -1.53 / -1.04
- gap between HOMO and LUMO (alpha / beta) (eV) = 6.0 / 6.5
- energy relative to the best compared isomer or geometry (same formula, charge and spin) (eV) = 4.027
- highest occupied orbital energy (alpha / beta) (eV) = -7.518 / -7.526
- 2S+1 = 2
- E (Eh) = -5375.066607

Atom charges from the Löwdin analysis, given in e for atoms 1 to 6:
1. Ru 1.205
2. O 0.075
3. C -0.715
4. O -0.202
5. C -0.206
6. P 1.078